[1]
# C7H10

An isolated molecule of C7H10 at a distorted geometry (ωB97M-V with the def2-TZVPD basis set, the Open Molecules 2025 dataset).

Its frontier orbital gap is 9.55 eV. The max |F| is 0.024 Eh/bohr. Its SMILES is C1C[C@H]2[C@@H]1[C@H]1C[C@@H]21. As for the HOMO energy: -8.37 eV.

Structure (XYZ):
```
17
C7H10 (ωB97M-V with the def2-TZVPD basis set)
H 2.41 -0.23 1.59
H 0.63 -0.41 1.94
C -0.09 -0.70 -0.85
C 1.24 0.82 0.12
C -1.38 0.57 0.46
H 2.09 -1.27 -0.65
C 1.40 -0.19 1.21
C 1.29 -0.72 -0.16
H -2.25 1.23 0.47
H -2.22 -1.47 -0.25
C -0.17 0.89 -0.45
H -0.43 1.62 -1.23
H 0.00 -1.28 -1.79
H 1.99 1.58 -0.08
H -1.85 -0.15 -1.39
H -1.11 0.36 1.51
C -1.55 -0.64 -0.44
```

Mulliken atomic charge list, values in e, 6 entries: number 1, H, carries 0.263; number 2, H, carries 0.141; number 3, C, carries -0.580; number 4, C, carries -0.572; number 5, C, carries -0.803; number 6, H, carries 0.376

[2]
# C30H34CoNO8S

A structure of composition C30H34CoNO8S at a distorted geometry (ωB97M-V with the def2-TZVPD basis set, the Open Molecules 2025 dataset).

Its net charge is -2. Its frontier orbital gap (spin up / spin down) is 0.95 / 4.04 eV. The spin multiplicity is 5. Its expectation value of S² is 6.04. The max |F| is 0.092 Eh/bohr. As for the HOMO energy (spin up / spin down): 2.22 / -0.87 eV.

Structure (XYZ):
```
75
C30H34CoNO8S (ωB97M-V with the def2-TZVPD basis set)
H -0.45 0.73 -5.54
O -0.38 -3.08 -5.64
C -1.31 -0.71 -1.34
H 0.91 -1.46 -2.63
H 1.14 2.29 -1.14
S -0.20 2.27 3.48
H -0.13 -2.74 -3.35
C -2.41 -0.52 2.75
C -1.40 2.65 -2.01
H -0.72 -4.80 -6.63
H 1.31 -3.00 3.69
H 3.14 -1.47 -8.02
H -0.78 -3.45 2.46
C 1.77 -1.36 -5.14
H -0.40 5.82 6.96
H 0.11 1.69 8.19
H 2.58 -1.03 5.00
C -1.82 -1.52 1.93
C -0.19 3.00 5.09
H -2.65 -0.39 4.96
H -1.16 3.34 -2.83
H -2.38 -0.70 -1.07
C -1.18 -0.85 -2.84
C -0.30 4.35 5.37
C -2.23 -0.90 4.10
C 0.93 1.79 -2.08
H -1.92 -1.57 0.85
C -1.25 -2.52 2.78
H 0.94 1.05 -4.47
O 1.03 2.55 2.76
C 1.19 -1.51 1.95
C -0.90 -3.74 -6.81
H 3.92 -1.04 -6.45
C -1.47 -2.12 4.14
H -2.47 2.41 -2.06
H -2.07 -1.32 -3.28
C -0.96 0.58 -3.40
H -1.91 0.97 -3.77
C 0.37 -1.04 -4.66
C 1.43 -1.98 3.32
H -0.15 4.14 8.78
H 3.35 -2.71 -6.72
O 0.36 -0.33 6.21
C -0.02 2.46 7.43
H -1.96 -3.53 -6.93
C 3.16 -1.65 -6.95
O 1.86 -1.29 -6.49
H -0.35 -3.39 -7.68
C 1.79 -0.20 1.84
O -0.76 0.54 -0.92
C -0.30 4.76 6.71
O -1.00 -1.20 -6.68
N -0.12 0.72 4.18
H -2.98 0.33 2.39
C -0.54 1.40 -2.13
C 2.39 0.11 3.08
H -1.17 -2.66 5.03
C 2.17 -0.96 3.99
H -0.40 5.05 4.54
Co -0.38 -0.82 3.11
H 1.58 0.90 -2.14
C -0.42 -1.74 -5.76
H 1.82 0.39 0.93
C -0.05 2.05 6.09
C 0.08 0.69 5.58
H 1.19 2.47 -2.90
C 0.02 0.47 -4.59
C -0.16 3.81 7.74
H -1.22 3.16 -1.06
O -1.44 2.42 2.79
C 0.05 -1.65 -3.29
O 2.70 -1.69 -4.43
H -0.81 -1.51 -0.78
H 3.04 0.96 3.29
H 0.90 -2.14 1.11
```

Mulliken atomic charge list, values in e, 6 entries: number 1, H, carries 0.273; number 2, O, carries -0.267; number 3, C, carries -1.121; number 4, H, carries 0.379; number 5, H, carries 0.480; number 6, S, carries 0.850

[3]
# C15H19ClN6O2

An isolated molecule of C15H19ClN6O2 at a distorted geometry (ωB97M-V with the def2-TZVPD basis set, the Open Molecules 2025 dataset).

Its frontier orbital gap is 9.18 eV. The max |F| is 0.102 Eh/bohr. Its SMILES is COC[C@H](C)Nc1nccc(N(N)C(=O)Nc2ccccc2Cl)n1. As for the HOMO energy: -8.42 eV.

Structure (XYZ):
```
43
C15H19ClN6O2 (ωB97M-V with the def2-TZVPD basis set)
O -1.02 -1.20 3.43
C -1.96 2.76 -2.09
N 0.81 0.67 3.62
C 1.91 1.27 1.06
H -4.40 3.25 -0.26
C -1.79 1.03 -3.95
C 0.76 0.52 1.20
H -4.37 3.84 -2.01
H -1.99 1.73 -4.74
C -1.11 1.74 -2.75
C 1.08 -2.69 1.51
C 2.13 1.79 -0.16
Cl 0.48 -4.59 3.44
H -0.63 -2.99 2.34
O -3.08 2.14 -1.47
H 3.29 -4.86 2.73
H 3.31 -2.55 -1.00
H -5.05 2.28 -1.53
H -1.21 0.28 -4.43
H -1.38 3.26 -1.33
H -1.69 0.46 -1.16
C -4.23 2.97 -1.30
H -2.71 0.52 -3.65
H -2.40 3.43 -2.74
N -0.15 0.42 0.23
H 1.39 -1.39 -0.21
H 0.11 1.37 3.73
N -0.22 -2.27 1.74
H -0.22 2.28 -3.16
C 0.22 0.89 -0.91
C 1.53 -3.81 2.23
H 4.36 -4.36 0.60
C 2.94 -2.90 -0.03
C 1.81 -2.20 0.40
H 0.71 0.08 4.41
H 2.72 1.37 1.83
H 3.08 2.38 -0.35
N -0.84 0.73 -1.75
C -0.35 -1.14 2.42
N 0.50 -0.04 2.39
C 2.83 -4.20 2.00
N 1.30 1.60 -1.13
C 3.49 -3.86 0.80
```

Mulliken atomic charge list, values in e, 6 entries: number 1, O, carries -0.720; number 2, C, carries -0.940; number 3, N, carries -0.793; number 4, C, carries -0.148; number 5, H, carries 0.253; number 6, C, carries -1.663

[4]
# H8O4

A cluster of 4 separate species, H8O4 in total at a distorted geometry (ωB97M-V with the def2-TZVPD basis set, the Open Molecules 2025 dataset).

Its frontier orbital gap is 10.56 eV. The max |F| is 0.133 Eh/bohr. Its SMILES is O.O.O.O. As for the HOMO energy: -10.37 eV.

Structure (XYZ):
```
12
H8O4 (ωB97M-V with the def2-TZVPD basis set)
H -1.30 -0.60 -2.46
H 3.18 1.02 0.34
H -0.46 0.63 0.34
H -0.06 1.25 -0.93
H -1.50 -1.66 -1.59
O 0.04 1.46 -0.04
O 2.49 1.32 0.97
O -0.98 -0.90 1.37
H -1.68 -1.43 1.19
O -0.77 -1.20 -1.99
H -0.61 -1.28 2.12
H 1.65 1.39 0.68
```

Mulliken atomic charge list, values in e, 6 entries: number 1, H, carries 0.309; number 2, H, carries 0.290; number 3, H, carries 0.395; number 4, H, carries 0.305; number 5, H, carries 0.289; number 6, O, carries -0.706

[5]
# C8H28B3MnO4S2

A structure of composition C8H28B3MnO4S2 at a distorted geometry (ωB97M-V with the def2-TZVPD basis set, the Open Molecules 2025 dataset).

Its net charge is -1. Its frontier orbital gap (spin up / spin down) is 6.89 / 8.29 eV. The spin multiplicity is 6. Its expectation value of S² is 8.75. The max |F| is 0.094 Eh/bohr. As for the HOMO energy (spin up / spin down): -4.34 / -5.75 eV.

Structure (XYZ):
```
46
C8H28B3MnO4S2 (ωB97M-V with the def2-TZVPD basis set)
H 2.94 7.95 -17.39
H 4.00 8.90 -18.45
H 2.27 9.28 -18.24
H -0.94 8.30 -16.39
H 1.84 12.07 -20.68
O -1.72 11.25 -18.12
H 8.32 10.28 -16.34
H 7.32 12.85 -16.81
C 7.43 9.73 -18.39
H -2.12 7.69 -19.98
C 6.97 11.83 -16.92
H -2.39 9.27 -15.95
H 3.35 9.55 -16.91
O 4.47 11.62 -17.88
H 2.64 11.56 -15.95
C -2.58 7.95 -17.82
H 1.01 11.66 -19.20
H -3.09 7.06 -17.46
H -3.46 8.53 -18.08
O 0.46 10.55 -16.97
B 3.17 8.93 -17.77
H 2.45 10.85 -19.53
H 1.91 12.82 -16.90
H 6.72 9.10 -17.85
H 5.74 10.15 -19.85
S 5.81 11.96 -18.36
H 8.90 11.28 -17.72
S -0.86 10.18 -17.65
C 8.05 10.74 -17.29
O 6.08 13.27 -18.98
H 3.44 13.12 -16.11
H 2.41 12.56 -18.99
H -0.62 9.83 -19.91
C -1.62 7.84 -19.02
C -0.63 9.09 -19.12
B 1.98 11.81 -19.64
C 6.61 10.57 -19.35
C -1.81 8.83 -16.77
H 7.11 11.08 -20.17
B 2.49 12.62 -16.02
H 2.02 13.05 -15.15
H 6.25 11.69 -16.11
H 0.40 8.75 -19.02
H 8.11 9.09 -18.94
Mn 2.55 11.09 -17.74
H -1.10 6.90 -18.86
```

Mulliken atomic charge list, values in e, 6 entries: number 1, H, carries -0.198; number 2, H, carries -0.473; number 3, H, carries -0.344; number 4, H, carries 0.346; number 5, H, carries -0.273; number 6, O, carries -0.656

What did the first record say?
# C7H10

An isolated molecule of C7H10 at a distorted geometry (ωB97M-V with the def2-TZVPD basis set, the Open Molecules 2025 dataset).

Its frontier orbital gap is 9.55 eV. The max |F| is 0.024 Eh/bohr. Its SMILES is C1C[C@H]2[C@@H]1[C@H]1C[C@@H]21. As for the HOMO energy: -8.37 eV.

Structure (XYZ):
```
17
C7H10 (ωB97M-V with the def2-TZVPD basis set)
H 2.41 -0.23 1.59
H 0.63 -0.41 1.94
C -0.09 -0.70 -0.85
C 1.24 0.82 0.12
C -1.38 0.57 0.46
H 2.09 -1.27 -0.65
C 1.40 -0.19 1.21
C 1.29 -0.72 -0.16
H -2.25 1.23 0.47
H -2.22 -1.47 -0.25
C -0.17 0.89 -0.45
H -0.43 1.62 -1.23
H 0.00 -1.28 -1.79
H 1.99 1.58 -0.08
H -1.85 -0.15 -1.39
H -1.11 0.36 1.51
C -1.55 -0.64 -0.44
```

Mulliken atomic charge list, values in e, 6 entries: number 1, H, carries 0.263; number 2, H, carries 0.141; number 3, C, carries -0.580; number 4, C, carries -0.572; number 5, C, carries -0.803; number 6, H, carries 0.376

Q: Which value of max |F| does entry 3 give?
A: 0.102 Eh/bohr

Q: Among the records above, which one has the lowest max |F|?
A: C7H10

Q: What is the formula in the second record?
A: C30H34CoNO8S